The following is a DFT calculation (ωB97M-V/def2-TZVPD) of 2 unconnected molecules or ions with the total composition CH2OS3 at a distorted geometry.

Atoms and positions in Å:
C  -0.344  0.520  0.974
O  1.290  0.194  -2.060
S  -0.860  -1.572  -1.511
S  0.871  0.140  2.005
S  0.759  -0.602  -1.015
H  -1.197  -0.130  1.198
H  -0.519  1.449  0.409

Output
LUMO level ... -2.5 eV
2S+1 ... 1
ΔE to the lowest compared entry with this formula, charge and spin ... 1.2381 eV

The following is a DFT calculation (ωB97M-V/def2-TZVPD) of a single CH2OS3 molecule at a distorted geometry.

Atoms and positions in Å:
C  -0.284  -0.454  0.904
O  0.010  -0.637  -1.868
S  0.058  2.263  -1.252
S  1.527  -0.290  0.610
S  0.215  0.364  -0.857
H  -0.749  -1.432  0.737
H  -0.777  0.186  1.728

Output
LUMO level (spin up / spin down) ... 0.0 / -3.6 eV
2S+1 ... 3
ΔE to the lowest compared entry with this formula, charge and spin ... 0.0000 eV